{"formula": "C12H14N2PRuS", "method": "ωB97M-V/def2-TZVPD", "species": ["C", "C", "C", "C", "C", "Ru", "P", "H", "H", "H", "H", "H", "H", "H", "H", "N", "C", "N", "C", "C", "C", "C", "C", "C", "S", "H", "H", "H", "H", "H", "H"], "coordinates": [[0.098, -0.404, -2.669], [-0.501, -0.949, -3.865], [0.275, -2.080, -4.275], [1.307, -2.274, -3.311], [1.262, -1.215, -2.366], [0.018, 1.286, -0.036], [-0.409, 3.206, -0.923], [-0.183, 0.487, -2.046], [-1.360, -0.518, -4.374], [0.106, -2.691, -5.169], [1.949, -1.048, -1.533], [2.046, -3.069, -3.296], [-1.569, 3.859, -0.420], [-0.802, 3.024, -2.295], [0.488, 4.312, -1.054], [-0.531, -2.636, 0.013], [-0.220, -1.842, 1.039], [0.366, -0.642, 0.918], [0.446, 0.041, 2.106], [0.576, 1.436, 2.051], [0.004, 2.182, 3.137], [-0.454, 1.505, 4.259], [-0.515, 0.097, 4.317], [-0.125, -0.639, 3.201], [-0.600, -2.275, 2.693], [-0.848, -3.565, 0.239], [-0.352, -2.344, -0.946], [1.267, 1.835, 1.252], [-0.058, 3.272, 3.040], [-0.792, 2.077, 5.125], [-0.891, -0.429, 5.186]], "homo_lumo_gap_ev": [7.62, 6.28], "spin_multiplicity": 5, "e_homo_ev": [-10.56, -11.20], "total_charge": 1, "de_lowest_kcal_mol": 6.0, "lumo_ev": [-2.935, -4.923], "energy_ha": -1409.1819}